No. 1
A molecular structure, C44H38NP2S3SiTa at a distorted geometry. Source: OMol25; level of theory: the ωB97M-V functional and the def2-TZVPD basis.

Properties
Energy above the lowest of the compared OMol25 structures with the same formula, charge and spin = 22.5 kcal per mole
Charge = +2
Highest occupied orbital energy = -13.90 eV
LUMO energy = -7.331 eV

Geometry (Å):
Ta -0.894 -0.432 -0.783
C -1.610 -1.268 2.867
Si -0.415 -0.189 1.881
C -0.822 1.614 2.313
C -0.809 2.040 3.643
C -1.234 3.309 4.000
C -1.706 4.187 3.030
C -1.721 3.796 1.704
C -1.271 2.522 1.348
P -1.239 2.139 -0.419
C 0.036 3.207 -1.141
C 0.803 4.027 -0.313
C 1.722 4.902 -0.871
C 1.895 4.950 -2.247
C 1.155 4.113 -3.070
C 0.228 3.242 -2.523
C -2.858 2.677 -1.043
C -3.015 3.585 -2.085
C -4.293 3.938 -2.496
C -5.404 3.397 -1.870
C -5.247 2.510 -0.811
C -3.980 2.146 -0.400
C 1.358 -0.662 2.316
C 1.831 -0.662 3.630
C 3.136 -1.025 3.918
C 4.002 -1.398 2.897
C 3.557 -1.411 1.587
C 2.238 -1.052 1.305
P 1.694 -1.081 -0.427
C 2.990 -0.119 -1.261
C 3.079 1.233 -0.929
C 4.131 1.992 -1.407
C 5.094 1.411 -2.222
C 5.007 0.068 -2.552
C 3.959 -0.704 -2.073
C 1.881 -2.793 -0.993
C 1.735 -3.054 -2.361
C 1.803 -4.355 -2.832
C 1.996 -5.404 -1.942
C 2.132 -5.151 -0.585
C 2.074 -3.849 -0.104
H -1.538 -1.033 3.932
H -1.384 -2.329 2.745
H -2.646 -1.105 2.566
H -0.463 1.361 4.414
H -1.209 3.614 5.038
H -2.061 5.170 3.306
H -2.076 4.478 0.939
H 0.673 3.999 0.761
H 2.298 5.552 -0.225
H 2.606 5.642 -2.679
H 1.291 4.142 -4.143
H -0.347 2.601 -3.179
H -2.155 4.030 -2.563
H -4.418 4.643 -3.307
H -6.395 3.678 -2.199
H -6.117 2.107 -0.309
H -3.855 1.465 0.437
H 1.171 -0.379 4.442
H 3.483 -1.018 4.943
H 5.023 -1.676 3.121
H 4.226 -1.692 0.783
H 2.339 1.672 -0.270
H 4.209 3.036 -1.136
H 5.920 2.004 -2.591
H 5.764 -0.389 -3.176
H 3.910 -1.755 -2.322
H 1.586 -2.235 -3.051
H 1.711 -4.547 -3.893
H 2.046 -6.420 -2.311
H 2.289 -5.970 0.105
H 2.188 -3.654 0.955
S -2.612 0.592 -4.710
C -1.964 -0.034 -3.370
S -0.221 -0.073 -3.068
S -2.932 -0.640 -2.030
N -1.212 -2.980 -0.621
C -1.934 -3.620 0.463
C -1.311 -4.597 1.224
C -2.003 -5.208 2.260
C -3.316 -4.848 2.527
C -3.935 -3.873 1.757
C -3.245 -3.254 0.726
H -0.316 -3.449 -0.744
H -1.732 -3.119 -1.484
H -0.287 -4.881 1.007
H -1.517 -5.977 2.845
H -3.858 -5.334 3.326
H -4.960 -3.594 1.958
H -3.736 -2.497 0.123

No. 2
4 unconnected molecules or ions with the total composition C22H52BrN3O at a distorted geometry. Source: OMol25; level of theory: the ωB97M-V functional and the def2-TZVPD basis.

Properties
Charge = +1
Highest occupied orbital energy (spin up / spin down) = -4.95 / -9.89 eV
LUMO energy (spin up / spin down) = -1.898 / -2.037 eV
⟨S²⟩ = 0.75
Multiplicity = 2

Geometry (Å):
C 1.585 12.904 -7.300
C 0.580 13.563 -8.258
C 0.995 13.244 -9.723
N 0.116 14.018 -10.776
C -1.353 13.506 -10.741
C 0.144 15.518 -10.525
C -0.304 16.118 -11.926
C 0.184 15.121 -13.028
C 0.633 13.891 -12.256
H 1.309 13.014 -6.251
H 2.616 13.258 -7.324
H 1.629 11.851 -7.578
H 0.427 14.625 -8.065
H -0.371 13.051 -8.109
H 0.771 12.203 -9.955
H 2.048 13.482 -9.873
H -1.316 12.454 -11.024
H -1.888 14.022 -11.538
H -1.719 13.691 -9.731
H -0.384 15.969 -9.684
H 1.208 15.732 -10.430
H -1.386 16.231 -11.987
H 0.101 17.106 -12.146
H -0.620 14.897 -13.730
H 0.997 15.412 -13.694
H 0.474 12.874 -12.614
H 1.715 13.857 -12.134
C -4.446 13.876 -12.130
N -5.262 12.580 -12.094
C -6.354 12.707 -11.051
C -5.900 12.383 -13.487
C -4.480 11.250 -11.826
C -4.135 10.821 -10.387
O -3.315 11.749 -9.699
H -3.685 13.707 -12.891
H -4.074 13.892 -11.105
H -5.050 14.736 -12.418
H -5.869 13.013 -10.124
H -6.871 11.759 -10.895
H -7.048 13.509 -11.303
H -6.513 13.273 -13.632
H -6.485 11.472 -13.362
H -5.191 12.380 -14.315
H -3.557 11.356 -12.396
H -4.910 10.401 -12.359
H -3.640 9.850 -10.365
H -4.988 10.558 -9.762
H -2.615 11.254 -9.267
C -8.166 16.685 -9.032
C -8.186 15.217 -8.563
C -7.189 14.973 -7.452
C -6.910 13.392 -7.244
N -5.757 13.004 -6.334
C -5.588 11.456 -6.282
C -4.247 11.190 -5.646
C -3.386 12.419 -6.088
C -4.346 13.315 -6.854
C -6.135 13.516 -4.870
H -8.767 16.809 -9.933
H -7.168 16.938 -9.391
H -8.479 17.382 -8.255
H -7.845 14.511 -9.321
H -9.239 15.009 -8.373
H -7.492 15.423 -6.506
H -6.243 15.445 -7.719
H -6.768 12.795 -8.145
H -7.846 13.031 -6.817
H -6.412 10.982 -5.748
H -5.644 11.193 -7.338
H -4.110 11.094 -4.569
H -3.698 10.393 -6.147
H -2.900 12.865 -5.221
H -2.554 12.073 -6.703
H -4.151 14.379 -6.726
H -4.425 13.132 -7.926
H -6.093 14.605 -4.859
H -5.328 13.264 -4.182
H -7.123 13.206 -4.529
Br -3.569 15.951 -9.170

No. 3
A molecular structure, C34H31N4O9S3SbV at a distorted geometry. Source: OMol25; level of theory: the ωB97M-V functional and the def2-TZVPD basis.

Properties
Charge = -2
Highest occupied orbital energy (spin up / spin down) = -0.54 / -0.41 eV
LUMO energy (spin up / spin down) = 4.362 / 4.361 eV
⟨S²⟩ = 0.80
Multiplicity = 2

Geometry (Å):
V -0.094 -0.171 -1.174
C 1.261 3.832 0.487
C 0.001 4.012 1.277
C -0.315 5.209 1.917
C -1.500 5.272 2.635
C -2.325 4.160 2.684
C -1.940 3.011 2.000
N -0.804 2.967 1.330
Sb -2.980 1.097 1.697
C -2.912 1.501 -0.433
C -4.106 1.318 -1.118
C -4.225 1.826 -2.397
C -3.172 2.570 -2.909
C -2.017 2.707 -2.156
C -0.896 3.587 -2.625
N -1.882 2.150 -0.947
C -1.333 0.072 2.651
C -1.598 -1.075 3.385
C -0.560 -1.649 4.089
C 0.698 -1.070 4.018
C 0.856 0.096 3.283
C 2.182 0.801 3.226
N -0.160 0.661 2.645
H 1.666 4.783 0.139
H 1.042 3.165 -0.347
H 2.012 3.341 1.107
H 0.345 6.068 1.853
H -1.765 6.190 3.150
H -3.250 4.186 3.244
H -4.911 0.770 -0.646
H -5.137 1.699 -2.968
H -3.242 3.026 -3.888
H -1.161 4.075 -3.562
H -0.009 2.972 -2.779
H -0.684 4.341 -1.865
H -2.586 -1.508 3.379
H -0.717 -2.530 4.700
H 1.544 -1.511 4.532
H 2.992 0.074 3.230
H 2.290 1.458 4.094
H 2.230 1.394 2.316
O -1.309 -2.088 0.889
S -2.294 -1.708 -0.077
O -3.520 -1.237 0.589
O -1.921 -0.783 -1.149
C -2.881 -3.186 -0.929
C -4.154 -3.690 -0.692
C -4.627 -4.770 -1.419
C -3.840 -5.333 -2.417
C -2.575 -4.823 -2.651
C -2.093 -3.769 -1.894
S -0.409 -3.276 -2.326
O -0.559 -2.706 -3.647
O 0.297 -4.554 -2.326
O 0.105 -2.367 -1.311
H -4.756 -3.213 0.066
H -5.614 -5.166 -1.222
H -4.210 -6.167 -3.001
H -1.916 -5.214 -3.411
C 5.660 -3.909 1.773
O 4.476 -3.226 2.062
C 4.056 -2.244 1.166
C 4.917 -1.583 0.289
C 4.419 -0.585 -0.533
C 3.064 -0.237 -0.539
C 2.499 0.777 -1.371
C 3.357 1.782 -2.108
O 1.234 0.862 -1.507
C 2.160 -0.923 0.365
O 0.940 -0.587 0.455
C 2.716 -1.908 1.214
H 5.677 -4.776 2.438
H 6.554 -3.298 1.966
H 5.690 -4.251 0.733
H 5.960 -1.855 0.219
H 5.097 -0.085 -1.214
H 4.170 2.136 -1.478
H 2.733 2.622 -2.412
H 3.768 1.334 -3.013
H 2.048 -2.433 1.878
S -0.568 0.266 -3.608
C 0.903 0.528 -4.277
N 1.902 0.767 -4.821

No. 4
2 unconnected molecules or ions with the total composition C5H13N2O2 at a distorted geometry. Source: OMol25; level of theory: the ωB97M-V functional and the def2-TZVPD basis.

Properties
Energy above the lowest of the compared OMol25 structures with the same formula, charge and spin = 63.9 kcal per mole
Charge = +1
Highest occupied orbital energy = -12.37 eV
LUMO energy = -3.460 eV

Geometry (Å):
O 0.301 2.557 -0.119
C 0.062 2.301 1.019
C -0.175 0.832 1.472
C 1.019 -0.213 1.022
C 1.298 -0.122 -0.437
C 0.709 -1.151 -1.113
N 0.652 -1.168 -2.574
N -0.672 0.784 2.813
H -0.065 3.095 1.833
H -1.082 0.565 0.726
H 1.960 -0.022 1.633
H 0.573 -1.215 1.376
H 1.676 0.743 -0.936
H 0.264 -2.128 -0.714
H 0.854 -2.126 -2.911
H -0.296 -0.992 -2.862
H 1.345 -0.363 -2.834
H -0.527 -0.094 3.226
H -0.366 1.512 3.442
H -2.901 -0.214 -1.202
H -2.515 -1.757 -1.514
O -2.112 -0.823 -1.344

No. 5
A single C4H4N2 molecule at a distorted geometry. Source: OMol25; level of theory: the ωB97M-V functional and the def2-TZVPD basis.

Properties
Structure (SMILES) = C#C[C@H](N)C#N
Energy above the lowest of the compared OMol25 structures with the same formula, charge and spin = 66.4 kcal per mole
Charge = 0
Highest occupied orbital energy = -9.80 eV
LUMO energy = 0.788 eV

Geometry (Å):
C 2.275 -0.254 0.162
C 1.082 -0.185 0.313
C -0.391 0.006 0.488
N -1.178 -0.747 -0.441
C -0.701 1.411 0.116
N -0.957 2.273 -0.618
H 3.334 -0.270 0.025
H -0.631 -0.392 1.490
H -1.107 -0.447 -1.394
H -1.775 -1.506 -0.179

No. 6
A gas-phase ion, C5H13N2O (charge +1) at a distorted geometry. Source: OMol25; level of theory: the ωB97M-V functional and the def2-TZVPD basis.

Properties
Structure (SMILES) = C[NH2+]CCNCC=O
Energy above the lowest of the compared OMol25 structures with the same formula, charge and spin = 89.7 kcal per mole
Charge = +1
Highest occupied orbital energy = -13.59 eV
LUMO energy = -2.868 eV

Geometry (Å):
C -2.638 -0.141 -0.210
N -1.331 0.019 -0.936
C -0.319 -0.992 -0.610
C 1.180 -0.595 -0.814
N 1.489 0.738 -0.433
C 1.878 0.875 0.999
C 0.679 0.611 1.985
O -0.413 0.378 1.531
H -2.499 0.096 0.899
H -3.346 0.581 -0.693
H -3.013 -1.167 -0.208
H -1.194 -0.102 -1.969
H -0.922 1.002 -0.752
H -0.591 -1.643 0.467
H -0.284 -1.934 -1.293
H 1.870 -1.376 -0.533
H 1.319 -0.529 -1.905
H 2.288 1.172 -1.016
H 1.960 2.037 1.238
H 3.004 0.506 1.261
H 0.883 0.463 2.993

No. 7
A gas-phase ion, C3H8N3O (charge +1) at a distorted geometry. Source: OMol25; level of theory: the ωB97M-V functional and the def2-TZVPD basis.

Properties
Structure (SMILES) = NC1=C[C@@H](O)[NH2+]N1
Energy above the lowest of the compared OMol25 structures with the same formula, charge and spin = 67.2 kcal per mole
Charge = +1
Highest occupied orbital energy = -13.28 eV
LUMO energy = -3.282 eV

Geometry (Å):
N -2.330 0.511 0.282
C -1.025 0.235 -0.013
C -0.046 1.034 -0.538
C 1.234 0.239 -0.380
O 2.242 0.389 0.522
N 0.793 -1.171 -0.079
N -0.657 -1.154 0.216
H -2.763 1.412 -0.085
H -2.907 -0.229 -0.023
H -0.234 2.064 -0.801
H 1.722 0.296 -1.339
H 2.294 0.823 1.393
H 0.971 -1.723 -0.942
H 1.463 -1.399 0.570
H -0.758 -1.327 1.215

No. 8
8 unconnected molecules or ions with the total composition C20H61N5O8 at a distorted geometry. Source: OMol25; level of theory: the ωB97M-V functional and the def2-TZVPD basis.

Properties
Structure (SMILES) = COC[C@H](C)N.COC[C@H](C)N.COC[C@H](C)N.COC[C@H](C)N.COC[C@H](C)N.O.O.O
Energy above the lowest of the compared OMol25 structures with the same formula, charge and spin = 85.8 kcal per mole
Charge = 0
Highest occupied orbital energy = -8.89 eV
LUMO energy = 0.456 eV

Geometry (Å):
C -1.615 4.076 1.318
O -0.667 3.519 0.423
C -1.066 3.508 -0.958
C -0.102 2.629 -1.706
C -0.645 2.445 -3.127
N -0.133 1.271 -1.081
H -1.526 5.158 1.420
H -1.272 3.634 2.254
H -2.664 3.842 1.141
H -2.078 3.136 -1.121
H -0.960 4.500 -1.397
H 0.934 2.962 -1.774
H -1.598 1.947 -3.304
H 0.015 1.899 -3.801
H -0.747 3.458 -3.515
H -0.226 1.753 -0.199
H -1.069 0.960 -1.301
C -6.000 -3.462 -1.189
O -4.822 -3.359 -2.037
C -3.632 -2.732 -1.500
C -2.526 -2.705 -2.527
C -1.906 -4.085 -2.868
N -1.413 -1.996 -1.978
H -6.852 -3.167 -1.802
H -5.911 -2.801 -0.327
H -6.130 -4.501 -0.885
H -4.019 -1.767 -1.172
H -3.425 -3.290 -0.587
H -2.932 -2.142 -3.368
H -1.175 -4.620 -2.261
H -1.372 -4.083 -3.818
H -2.623 -4.903 -2.944
H -1.016 -2.667 -1.336
H -1.861 -1.397 -1.300
C 0.894 -3.277 3.057
O 1.862 -3.914 2.163
C 2.976 -3.099 1.783
C 3.636 -3.864 0.644
C 4.781 -3.133 0.007
N 2.666 -3.853 -0.421
H 0.208 -4.033 3.441
H 0.318 -2.511 2.538
H 1.396 -2.991 3.981
H 2.607 -2.157 1.378
H 3.599 -2.841 2.639
H 3.801 -4.929 0.807
H 5.238 -3.738 -0.776
H 5.472 -2.903 0.819
H 4.530 -2.220 -0.532
H 1.796 -4.065 0.047
H 2.672 -4.737 -0.909
C 3.801 1.251 0.964
O 3.466 2.640 0.944
C 4.584 3.593 1.157
C 4.149 5.067 1.031
C 3.616 5.485 -0.178
N 5.185 5.917 1.556
H 2.950 0.571 0.975
H 4.532 1.051 1.748
H 4.298 1.097 0.006
H 5.025 3.462 2.145
H 5.444 3.439 0.505
H 3.324 5.204 1.730
H 3.030 4.635 -0.528
H 4.475 5.508 -0.850
H 3.074 6.427 -0.106
H 5.503 5.810 2.508
H 4.844 6.852 1.382
C -4.312 1.228 -0.676
O -3.137 0.659 -0.124
C -3.059 0.902 1.290
C -3.658 -0.198 2.173
C -3.669 -0.043 3.713
N -2.874 -1.428 2.015
H -4.291 2.295 -0.452
H -5.193 0.775 -0.222
H -4.351 1.042 -1.749
H -2.000 0.989 1.532
H -3.402 1.866 1.666
H -4.704 -0.289 1.883
H -4.092 0.950 3.867
H -2.622 0.011 4.010
H -4.321 -0.786 4.173
H -1.882 -1.292 1.884
H -2.887 -2.167 2.704
O 0.428 -1.133 0.407
H 0.579 -0.315 -0.067
H 1.191 -1.673 0.202
O 1.308 -0.531 -2.657
H 0.467 -0.973 -2.773
H 1.085 0.304 -2.244
O 3.133 -2.484 -2.792
H 2.850 -2.840 -1.949
H 2.701 -1.632 -2.849

> Number 3 is which compound?

C34H31N4O9S3SbV

> Among the records above, which one has the lowest charge?

C34H31N4O9S3SbV

> Which value of charge does entry 4 give?

+1